Computed, not measured: C44H49BrN7O3Ru as an isolated structure, with ωB97M-V/def2-TZVPD.

CARTESIAN COORDINATES (ANGSTROEM)
Ru  -0.41892  -0.23285  0.02244
Br  2.35413  -2.42997  -0.72233
O  -4.00262  2.49605  -1.47501
O  -1.83603  1.32982  -0.17423
O  1.34099  -0.11463  1.30995
N  -0.01919  -0.23849  3.15236
N  0.12821  -2.53235  0.89754
N  0.97286  1.26564  -1.01549
N  -4.95462  -1.03011  0.69636
N  -0.53521  -0.75943  -2.25118
N  -2.85113  -1.23148  0.08835
N  -0.95815  0.20253  2.22769
C  2.06720  2.03184  -0.51885
C  -2.90721  3.16246  -2.10372
C  -5.13639  2.58940  1.98282
C  -3.95640  2.35598  -0.11743
C  2.27079  -0.94625  3.32314
C  -2.91374  -3.26615  -3.55131
C  -2.85781  1.71985  0.53075
C  0.46362  3.44542  2.57494
C  1.12967  -0.38565  2.55090
C  1.86561  2.96420  0.51043
C  -0.71927  0.47094  -4.17628
C  1.31603  -3.08502  0.70703
C  -1.23426  -3.57859  -1.73291
C  -0.51892  -3.69826  -4.09687
C  -4.08208  2.00285  2.63791
C  1.04853  -4.58217  2.52474
C  -0.61914  -3.00949  1.89666
C  4.81434  -0.13182  -1.73178
C  -1.15781  -1.50307  -3.19496
C  2.95450  3.68933  0.97365
C  3.88255  1.40875  -3.47422
C  3.53508  -0.95608  2.74142
C  4.40939  2.56368  -0.55280
C  -3.69531  -1.30870  1.09072
C  -2.95502  1.54421  1.93430
C  4.60273  -1.53320  3.41245
C  -0.16280  4.40675  0.32957
C  -0.24287  0.45370  -2.86626
C  -1.91026  0.91149  2.70819
C  -4.90971  -0.72950  -0.64453
C  0.59750  1.40152  -2.24338
C  -3.60824  -0.86156  -1.00536
C  4.22126  3.50085  0.44454
C  -1.31286  -0.76498  -4.38320
C  0.48326  3.22980  1.06406
C  -1.46947  -2.98819  -3.11549
C  -0.20597  -4.02973  2.73017
C  4.41103  -2.10488  4.66300
C  -5.06019  2.76266  0.59665
C  3.62923  0.76102  -2.11017
C  3.34876  1.80532  -1.04322
C  2.08242  -1.50918  4.58205
C  1.82984  -4.10774  1.48673
C  3.15061  -2.08965  5.24760
H  -0.84932  -4.36867  3.52932
H  -2.07795  2.48016  -2.27623
H  5.58606  -1.53678  2.95943
H  -5.78045  -0.42925  -1.19858
H  1.41871  -5.37165  3.16533
H  0.92690  2.60830  3.10071
H  3.03186  2.00576  -3.80458
H  5.24474  -2.55685  5.18550
H  -2.57039  4.00453  -1.49499
H  -1.75512  -1.12581  -5.29842
H  -0.19125  4.22362  -0.74653
H  -3.11974  -2.84892  -4.53794
H  5.40257  2.40873  -0.95638
H  1.09372  -1.49051  5.02069
H  -0.68149  -3.36303  -5.12170
H  0.97811  2.22834  -2.84571
H  4.75146  2.06940  -3.42698
H  5.75720  0.41636  -1.77603
H  -3.63108  -2.84660  -2.84590
H  -3.15660  -0.67049  -1.96313
H  -1.48790  -4.64204  -1.74565
H  2.75070  0.12037  -2.19789
H  -3.45321  -1.53546  2.11590
H  -4.10719  1.87396  3.71436
H  4.07654  0.64704  -4.23219
H  -0.56983  3.53538  2.91834
H  -1.92407  1.06161  3.78911
H  3.00229  -2.53086  6.22516
H  -0.12723  2.35776  0.85279
H  -0.61149  1.28276  -4.88003
H  2.81448  -4.50072  1.28334
H  -5.75298  -0.94578  1.30025
H  0.97953  4.36227  2.86747
H  4.70419  -0.53385  -0.72412
H  2.81062  4.41927  1.75987
H  5.05840  4.07926  0.81428
H  -1.57908  -2.53337  2.02322
H  0.40112  5.32743  0.50074
H  -3.08044  -4.34501  -3.60062
H  -6.00530  2.93465  2.52663
H  -0.68123  -4.77861  -4.05756
H  4.89349  -0.96860  -2.42975
H  -5.87117  3.22558  0.04810
H  -1.83694  -3.08904  -0.97148
H  -1.18746  4.55982  0.67777
H  -0.18491  -3.48644  -1.46058
H  3.66071  -0.51016  1.76324
H  -3.28953  3.53514  -3.05248
H  0.52139  -3.49589  -3.83420

Summary:
energy = -4983.95731 a.u.
2S+1 = 6
ΔE to the lowest compared entry with this formula, charge and spin = 0.0 kcal/mol
expectation value of S² = 8.7600

Mulliken atomic charge list, values in e, 4 entries: 0.867 0.040 -0.519 0.843